# 1
The following is a DFT calculation (the ωB97M-V functional and the def2-TZVPD basis) of C18H34N3O3PtSi3 as an isolated structure.

Its charge is -1. The calculation puts the energy above the lowest of the compared OMol25 structures with the same formula, charge and spin at 0.0 kJ/mol. The value obtained for the frontier orbital gap is 6.3558 eV.

CARTESIAN COORDINATES (ANGSTROEM)
H  1.509  3.494  3.741
H  -1.069  -2.546  2.536
C  -0.471  3.427  -0.976
H  3.016  -1.893  1.155
O  0.494  1.656  5.081
Si  0.608  -2.175  0.643
H  -1.197  -2.758  -2.743
H  -1.710  -0.620  2.327
C  1.364  3.001  2.774
H  2.116  -3.160  -1.106
C  1.172  -1.082  -3.216
C  -0.107  -0.734  -0.295
H  1.416  -2.138  -3.091
H  3.478  0.537  -1.672
C  -2.331  0.274  -2.295
H  0.211  -1.020  -3.732
C  0.125  3.674  2.151
H  2.074  -0.657  2.003
O  -0.864  2.905  1.764
C  -1.938  -2.666  -1.945
N  -1.108  0.168  2.535
H  -0.761  -0.404  4.547
H  -4.122  -1.337  -0.259
H  -1.631  0.383  -3.127
H  -0.955  3.823  -0.092
H  1.587  -4.371  0.057
C  -0.180  -0.140  3.662
C  0.614  1.588  -1.926
H  -0.110  -3.967  2.166
C  -0.634  -3.119  1.715
C  0.810  2.299  -3.103
C  -3.188  -1.069  0.244
H  2.129  -2.325  2.612
C  1.253  -3.513  -0.535
H  0.483  4.157  -4.132
H  -2.466  1.255  -1.835
H  0.460  -0.973  3.386
H  0.498  -3.864  -1.243
H  1.935  -0.642  -3.866
H  -0.681  5.179  -2.163
C  2.092  -1.711  1.707
H  -3.327  -0.093  0.714
H  2.938  0.449  0.017
H  -3.016  -1.819  1.020
N  1.196  1.574  2.849
H  -1.708  0.930  2.854
Pt  -0.413  1.079  0.802
H  1.323  1.820  -3.928
N  -0.024  2.162  -0.882
H  3.386  -1.027  -0.855
O  0.093  4.891  2.018
H  -1.452  -3.520  1.112
C  0.609  1.149  3.945
H  -1.808  -3.520  -1.274
C  2.903  -0.053  -0.952
H  2.214  3.271  2.139
H  -2.931  -2.750  -2.397
C  0.345  3.597  -3.215
Si  1.132  -0.191  -1.553
Si  -1.789  -1.011  -1.024
C  -0.304  4.166  -2.131
H  -3.292  -0.042  -2.712

---

# 2
The following is a DFT calculation (the ωB97M-V functional and the def2-TZVPD basis) of a 3-piece molecular cluster, C18H34NO3P overall at a distorted geometry.

Its charge is 0. As for the SMILES: COCCCC[PH3]c1ccccn1.C1CCOC1.C1CCOC1. The calculation puts the energy above the lowest of the compared OMol25 structures with the same formula, charge and spin at 416.3 kJ/mol. The value obtained for the frontier orbital gap is 8.9052 eV.

CARTESIAN COORDINATES (ANGSTROEM)
H  1.314  -0.137  0.892
H  -0.549  -0.335  2.425
H  -5.835  3.064  0.720
H  4.476  -3.781  -3.398
H  -2.550  2.434  -1.727
C  4.000  -4.612  -1.449
C  1.155  2.849  0.832
H  -2.372  0.096  -0.674
H  -4.531  4.703  -0.303
H  4.541  -5.210  -0.710
H  1.656  3.010  1.813
H  5.241  -2.625  0.152
H  -3.886  1.216  0.645
H  -0.084  -1.983  2.867
H  3.005  -3.548  0.197
C  1.243  -1.091  1.424
N  -0.162  3.146  0.830
C  -4.800  1.247  0.009
C  1.982  2.375  -0.205
C  -5.365  2.692  -0.216
O  2.541  -1.400  1.949
H  0.871  -0.710  4.713
H  5.819  -4.678  -2.659
C  -0.642  2.907  -0.411
H  1.960  1.712  -2.365
O  5.451  -2.792  -1.886
P  -2.521  3.340  -0.618
H  -5.571  0.700  0.608
H  1.373  0.581  3.613
H  -2.752  -1.194  0.490
H  -2.679  2.999  0.760
H  -4.532  3.911  -1.937
H  3.408  -0.674  3.685
C  0.301  -0.992  2.610
O  -4.193  -0.915  -0.951
C  2.521  -1.227  3.372
C  4.644  -2.453  -0.749
H  2.656  -2.932  -1.425
H  0.942  -1.864  0.713
C  -4.363  3.737  -0.846
H  -5.599  0.267  -1.844
C  1.229  -0.500  3.706
H  -2.193  -1.613  -1.217
C  1.417  2.096  -1.489
H  -0.541  2.233  -2.488
C  -4.642  0.412  -1.301
H  -3.907  0.840  -2.020
H  -2.116  4.689  -0.903
H  -6.208  2.581  -0.945
C  -2.808  -0.930  -0.596
H  4.375  -1.397  -0.792
H  3.246  -5.248  -1.913
C  0.018  2.398  -1.551
C  3.433  -3.368  -0.789
H  3.058  2.215  -0.027
H  2.548  -2.220  3.833
C  4.975  -4.018  -2.452